Record 1
44
Properties=species:S:1:pos:R:3:forces:R:3:mulliken_charge:R:1 method="wB97M-V/def2-TZVPD" e_tot_ev=-40055.6835 charge=0 spin_multiplicity=1 gap_ev=8.28 e_lumo_ev=0.04 relative_energy_kcal_mol=361.0
C -2.427 -3.083 1.161 -4.5 1.8 -4.2 -1.245
N -2.058 -2.155 0.007 -3.6 1.6 -0.5 -0.047
C -0.784 -1.668 -0.287 -6.8 -3.8 0.9 1.354
N 0.077 -2.297 0.496 -2.1 -0.4 -0.7 -0.475
C 1.285 -2.025 0.213 5.1 -2.2 6.6 -0.202
C 1.571 -0.989 -0.520 4.0 3.5 -1.2 -0.629
C 0.570 -0.571 -1.294 6.1 7.8 -8.3 0.292
C -0.657 -0.858 -1.446 -3.5 -2.6 2.8 -0.980
H -1.445 -0.527 -2.112 0.5 -0.1 0.1 0.507
H 0.989 0.188 -2.258 -0.8 -1.7 2.9 0.094
S 3.214 -0.024 -0.590 3.5 -9.9 -4.7 0.990
O 3.436 0.354 -2.036 -0.7 0.2 4.0 -0.622
O 4.192 -1.349 -0.124 -3.5 6.1 -1.0 -0.724
N 3.280 1.208 0.428 0.5 0.1 -3.6 0.213
C 2.915 0.855 1.647 -0.6 -3.0 11.2 -0.725
H 3.093 -0.196 2.139 0.0 1.3 -2.3 0.300
H 3.579 1.363 2.450 -1.0 0.0 -1.4 0.359
C 1.396 1.169 2.013 3.1 3.7 -4.6 -0.800
H 1.359 1.837 2.814 -0.3 0.5 1.5 0.442
H 0.790 0.369 2.030 -2.1 -2.9 0.4 0.371
C 1.069 2.122 0.637 2.9 5.0 10.4 -0.193
H 0.654 3.207 1.195 1.2 -2.9 -2.0 0.319
H 0.334 1.797 0.160 -5.8 -3.0 -4.7 0.262
C 2.382 2.282 0.130 2.9 3.4 -8.5 -1.029
H 2.334 2.355 -1.368 0.2 -0.4 4.3 0.282
H 3.051 3.181 0.206 -1.5 -0.4 0.7 0.415
H 2.012 -2.470 1.018 -0.7 0.6 -2.2 0.317
C -3.310 -1.312 -0.613 -0.3 -10.2 6.7 -1.270
C -3.379 -0.002 -0.355 0.7 6.2 -2.7 0.961
C -2.802 0.640 0.746 -2.1 7.5 -4.0 0.578
C -2.751 2.168 0.719 1.2 -5.5 5.2 -0.454
C -3.211 2.805 -0.424 4.8 7.0 10.2 -0.432
C -3.638 2.258 -1.419 -5.2 -7.4 -11.6 -0.290
C -3.743 0.711 -1.541 1.1 6.2 4.2 -0.841
H -4.127 0.302 -2.414 -0.5 -1.0 -1.3 0.516
H -3.961 3.019 -2.236 0.4 -2.1 0.9 0.207
H -3.097 3.912 -0.408 -0.3 -0.8 0.0 0.301
H -2.383 2.519 1.943 -1.1 -0.3 -4.4 0.172
F -2.461 -0.002 1.760 1.4 -2.1 3.5 -0.360
H -3.557 -1.615 -1.547 -0.2 -0.9 -3.0 0.447
H -4.161 -1.915 0.092 1.7 1.6 -1.9 0.347
H -3.304 -3.781 0.962 1.4 0.2 -1.4 0.357
H -1.634 -3.579 1.400 4.6 -3.0 1.6 0.498
H -2.962 -2.719 1.969 0.0 2.3 2.1 0.421

Record 2
19
Properties=species:S:1:pos:R:3:forces:R:3:mulliken_charge:R:1 method="wB97M-V/def2-TZVPD" e_tot_ev=-43877.8187 charge=0 spin_multiplicity=1 gap_ev=7.55 smiles="Cc1c(-c2cnccn2)ssc1=S" e_lumo_ev=-0.67 relative_energy_kcal_mol=0.0
C -0.410 -0.235 -1.981 -0.1 0.9 -2.3 -1.051
C -1.337 0.380 -1.017 -0.9 -1.2 -1.4 -0.260
C -1.043 0.448 0.247 0.2 0.2 4.2 0.839
C -2.682 0.784 -1.420 0.4 0.2 0.6 0.222
C 0.222 0.059 0.945 0.0 0.1 -1.8 0.316
C 0.404 -0.803 1.975 1.2 -0.2 0.8 -0.374
C 2.696 -0.734 1.810 -0.2 2.2 -1.4 -0.192
C 2.492 0.207 0.727 -0.1 -1.4 -0.3 -0.137
H 0.618 -0.367 -1.531 -1.4 -0.1 -1.1 0.288
H -0.459 0.587 -2.777 1.0 -1.1 0.5 0.317
H -0.888 -1.093 -2.557 0.8 0.7 1.1 0.329
H -0.383 -1.356 2.384 -1.3 -0.4 0.9 0.491
H 3.728 -1.045 2.049 -0.8 0.0 0.3 0.337
H 3.202 0.589 0.003 0.9 -0.2 0.7 0.417
N 1.626 -1.130 2.463 0.1 -0.8 -0.4 -0.551
N 1.289 0.510 0.296 0.7 1.1 0.4 -0.548
S -2.218 1.094 1.358 0.7 -0.1 0.8 -0.106
S -3.624 1.353 -0.029 -0.6 0.0 -1.4 -0.053
S -3.233 0.753 -2.944 -0.4 0.0 -0.2 -0.286

Record 3
84
Properties=species:S:1:pos:R:3:forces:R:3:mulliken_charge:R:1 method="wB97M-V/def2-TZVPD" e_tot_ev=-132711.3949 charge=-1 spin_multiplicity=4 gap_ev="7.51 / 8.92" e_lumo_ev="2.56 / 2.56" relative_energy_kcal_mol=10.6
V -1.099 -1.238 0.431 -0.8 0.8 -0.3 0.566
Cl -0.764 -2.135 2.860 0.2 0.0 0.1 -0.249
C 0.817 -2.901 2.673 -0.2 0.0 0.1 1.072
C 1.065 -3.982 3.504 0.1 0.0 -0.1 -0.770
C 2.289 -4.623 3.414 0.0 0.0 0.0 -0.574
C 3.237 -4.174 2.504 0.0 0.0 0.0 -0.811
C 2.958 -3.091 1.688 0.0 0.0 0.0 -0.278
C 1.734 -2.426 1.744 0.0 0.0 0.0 -0.028
P 1.312 -0.909 0.750 0.4 -0.4 0.2 1.464
C 2.299 -1.174 -0.751 0.0 0.1 -0.1 0.287
C 2.974 -0.145 -1.404 0.0 0.0 0.0 -0.537
C 3.606 -0.389 -2.615 0.0 0.0 0.0 -0.819
C 3.549 -1.648 -3.195 0.0 0.0 0.0 -0.598
C 2.842 -2.663 -2.567 0.0 0.0 0.0 -0.837
C 2.214 -2.427 -1.354 0.0 0.0 -0.1 -0.706
C 2.203 0.221 1.870 0.0 0.1 0.0 1.699
C 3.574 0.443 1.801 0.0 -0.1 0.0 -0.831
C 4.201 1.241 2.747 0.0 0.0 0.0 -0.712
C 3.468 1.814 3.777 0.0 0.0 0.0 -0.742
C 2.103 1.587 3.852 0.0 0.0 0.0 -0.794
C 1.471 0.799 2.901 0.0 0.1 0.0 -0.121
H 0.301 -4.316 4.192 0.0 0.0 0.0 0.502
H 2.497 -5.475 4.048 0.0 0.0 0.0 0.377
H 4.195 -4.673 2.427 0.0 0.0 0.0 0.424
H 3.704 -2.755 0.978 0.0 0.0 0.0 0.372
H 2.962 0.850 -0.984 0.0 0.0 0.0 0.479
H 4.126 0.419 -3.116 0.0 0.0 0.0 0.423
H 4.036 -1.830 -4.145 0.0 0.0 0.0 0.387
H 2.759 -3.640 -3.027 0.0 0.0 0.0 0.428
H 1.630 -3.216 -0.892 0.0 0.0 0.0 0.415
H 4.167 -0.012 1.019 0.0 0.0 -0.1 0.298
H 5.269 1.410 2.680 0.0 0.0 0.0 0.430
H 3.959 2.435 4.516 0.0 0.0 0.0 0.385
H 1.519 2.032 4.648 0.0 0.0 0.0 0.394
H 0.399 0.652 2.947 0.0 0.0 0.0 0.291
O -2.262 -5.283 0.333 0.0 0.0 0.0 -0.752
S -2.271 -3.878 0.019 0.1 0.0 -0.3 1.388
O -3.059 -3.025 0.879 -0.3 0.1 0.2 -0.653
O -0.907 -3.296 -0.105 0.3 0.1 0.0 -0.535
C -2.906 -3.761 -1.671 0.0 -0.1 0.1 -0.607
C -3.334 -4.967 -2.204 0.0 -0.1 -0.1 -0.609
C -3.766 -5.072 -3.520 0.0 0.0 0.0 -0.567
C -3.758 -3.952 -4.327 0.0 0.1 0.0 -0.660
C -3.346 -2.735 -3.799 -0.1 0.0 -0.1 -0.498
C -2.925 -2.615 -2.483 0.0 0.2 -0.1 -0.159
S -2.557 -0.919 -1.967 0.1 -0.1 0.1 1.987
O -1.105 -0.854 -1.667 0.2 -0.2 -0.1 -0.337
O -2.948 -0.091 -3.078 0.0 0.0 0.1 -0.728
O -3.265 -0.749 -0.710 -0.2 0.0 0.1 -0.645
H -3.307 -5.840 -1.568 0.0 0.0 0.0 0.532
H -4.095 -6.030 -3.904 0.0 0.0 0.0 0.378
H -4.078 -4.009 -5.360 0.0 0.0 0.0 0.384
H -3.363 -1.843 -4.408 0.0 0.0 0.0 0.530
C -0.675 5.032 2.478 -0.1 0.0 0.0 -1.751
C -1.295 3.694 2.091 0.1 0.0 0.0 1.712
C -2.618 3.910 1.367 0.0 0.0 0.0 -1.472
C -1.498 2.827 3.326 -0.1 0.0 0.1 -1.259
O -0.299 3.084 1.239 -0.1 0.1 -0.1 -0.394
P -0.541 1.843 0.243 0.0 -0.2 -0.1 1.669
O -1.407 0.826 0.949 0.1 -0.5 0.1 -1.490
O 0.798 1.392 -0.231 0.1 0.3 0.0 -0.769
O -1.431 2.423 -0.947 0.0 0.0 0.0 0.074
C -0.928 3.126 -2.113 0.0 0.0 0.0 1.787
C -0.008 4.268 -1.696 0.0 0.0 -0.1 -1.463
C -0.212 2.151 -3.039 0.0 0.0 0.0 -1.206
C -2.188 3.658 -2.784 0.0 0.0 0.0 -1.707
H -1.340 5.582 3.148 0.0 0.0 0.0 0.389
H -0.497 5.638 1.588 0.0 0.0 0.0 0.345
H 0.278 4.871 2.984 0.0 0.0 0.0 0.344
H -3.310 4.423 2.039 0.0 0.0 0.0 0.580
H -3.064 2.963 1.065 0.0 0.0 0.0 0.249
H -2.476 4.522 0.477 0.0 0.0 0.0 0.167
H -2.256 3.277 3.972 0.0 0.0 0.0 0.539
H -0.568 2.752 3.891 0.0 0.0 0.0 0.072
H -1.827 1.830 3.036 0.0 0.0 0.0 0.123
H 0.873 3.887 -1.181 0.0 0.0 0.0 0.158
H -0.528 4.966 -1.037 0.0 0.0 0.0 0.201
H 0.316 4.812 -2.587 0.0 0.0 0.0 0.559
H 0.689 1.763 -2.566 0.0 0.0 0.0 0.103
H 0.055 2.668 -3.965 0.0 0.0 0.0 0.556
H -0.869 1.316 -3.277 0.0 0.0 0.0 0.132
H -2.703 4.363 -2.129 0.0 0.0 0.0 0.326
H -2.858 2.826 -3.003 0.0 0.0 0.0 0.269
H -1.935 4.165 -3.717 0.0 0.0 0.0 0.418

Record 4
14
Properties=species:S:1:pos:R:3:forces:R:3:mulliken_charge:R:1 method="wB97M-V/def2-TZVPD" e_tot_ev=-9843.3255 charge=0 spin_multiplicity=1 gap_ev="8.06 / 8.07" e_lumo_ev="-0.23 / -0.22" relative_energy_kcal_mol=91.2
C -0.295 1.141 1.087 0.0 0.1 0.0 -1.363
C -0.526 -0.147 0.269 0.4 0.1 0.1 1.383
C 0.127 -1.352 0.885 0.2 -0.1 0.0 -0.586
O -1.774 -0.508 0.074 -0.3 0.0 -0.1 -0.818
C 0.517 -0.170 -0.863 -0.2 0.0 -0.2 0.167
O 1.504 -0.842 -0.468 -0.3 0.0 0.2 -0.567
N 0.380 0.361 -2.067 0.1 -0.1 0.1 -0.355
H -0.814 1.043 2.047 0.1 0.0 -0.1 0.361
H 0.769 1.338 1.265 -0.1 0.0 0.0 0.364
H -0.738 1.990 0.556 0.1 -0.1 0.0 0.319
H -0.105 -2.292 0.396 0.0 0.2 0.0 0.280
H 0.434 -1.419 1.934 0.0 0.1 -0.2 0.285
H 1.063 0.170 -2.786 -0.1 0.0 0.0 0.274
H -0.542 0.686 -2.330 0.1 0.0 0.1 0.256